No. 1
The following is a quantum chemistry calculation of 10 unconnected molecules or ions with the total composition C41H99N3O17 at a distorted geometry, from the Open Molecules 2025 dataset.

Structure (XYZ):
```
160
Properties=species:S:1:pos:R:3:forces:R:3
H 2.34820 -4.38159 -5.37523 0.4 -0.1 0.1
H -4.63066 -7.95480 0.54740 0.2 0.1 -0.7
H -9.04197 -0.06831 -5.53568 0.0 -0.6 0.1
H 5.12638 -7.63160 1.36822 0.2 0.4 0.1
H -6.26459 -0.15095 -9.94486 -0.6 0.1 -0.5
C 4.00661 5.15473 8.60041 0.8 1.1 -1.3
H 10.25215 1.72781 -3.30208 0.6 0.1 -0.5
H 5.14343 0.80394 -3.05753 -0.1 0.2 -0.1
H 8.78755 3.35514 -4.03500 -0.2 0.2 0.2
H 4.44041 6.94376 10.57816 0.2 0.6 0.5
O 2.62962 8.46797 7.44191 -1.1 1.4 -1.5
C 5.32870 5.77464 9.09180 -0.3 0.9 -0.4
H -5.94407 -7.07110 -0.37425 0.2 -0.3 -0.1
H 4.53221 -5.42839 1.91896 -0.5 1.1 1.0
H 11.39907 -0.48860 -4.36332 -0.4 -0.3 -0.4
H 3.69524 10.13387 8.96178 0.4 0.5 -0.2
H -6.40559 -1.83206 -10.69282 0.4 0.5 -0.3
H -6.10516 -11.07929 0.57982 0.0 -0.1 0.1
H -4.29432 -0.23818 0.59646 0.0 0.1 0.0
H 8.09196 -0.18299 -5.77467 0.4 0.3 -0.1
H -2.86642 -1.49602 1.73056 0.0 0.5 0.6
O -1.03554 0.00840 2.16281 1.2 0.8 0.6
H -2.53688 6.47094 -0.78856 0.2 0.0 0.5
C -7.97769 -2.45532 -6.43865 0.4 -1.1 0.1
C 0.85052 -1.42670 8.30067 -0.8 -1.1 -0.1
N -8.56192 -0.79758 -8.27437 5.6 -0.1 -0.9
C -1.05360 -0.67385 0.94730 -2.7 -1.2 -0.6
O 5.59162 -6.53261 5.06721 -0.3 -0.9 -0.9
H -0.44428 -2.74076 7.09864 0.1 -0.1 -0.1
H 4.78394 -4.91195 4.38906 -0.3 0.7 -0.8
H 2.04389 -4.60855 -3.14655 0.0 0.0 0.5
H 3.63456 -6.15031 4.38891 -0.1 -0.8 -0.5
H 1.13615 6.45478 7.16552 0.1 0.0 -0.2
H -0.89569 -2.60976 8.79209 0.2 -0.1 0.1
H 7.70349 2.27745 -4.83501 0.0 -0.2 -0.2
C 5.00157 -6.09490 2.64253 1.0 -0.7 -1.0
O -10.80841 -0.33301 2.64270 -1.9 -0.1 -0.4
H -4.68912 -1.66827 -8.78512 0.0 0.3 0.3
C 9.56905 1.41733 -4.09270 -1.7 -1.1 0.8
H 1.13473 -5.22264 -6.93408 -0.1 0.0 0.0
H 1.64737 -2.12055 8.03289 -0.1 0.0 -0.5
H 11.16431 -0.50703 -2.66761 -0.3 0.2 0.3
C 3.75883 6.06705 6.19438 0.9 -0.3 0.7
H -7.96990 -1.19527 4.05165 0.0 0.0 0.2
H 6.06460 -5.98959 2.42582 0.4 0.4 0.7
C -0.54843 -2.04210 7.92880 1.0 -0.3 0.6
H 3.13698 9.39422 10.27726 0.2 -1.3 0.3
C -8.13014 -1.42696 -9.56465 -0.5 1.1 -0.7
C 8.76271 -0.80224 -5.17908 -0.9 -0.4 1.3
C 1.34150 -4.66241 -5.06570 1.1 -0.9 -0.8
H 6.63490 2.68629 -2.67821 0.0 0.0 0.0
H 5.99105 5.94044 8.24215 -0.1 0.0 -0.4
H 6.36046 -0.44358 -0.90128 -0.6 0.2 0.5
H 3.04401 8.39813 6.57877 0.0 0.5 -0.7
H -2.70212 3.23584 -1.89645 0.1 -0.3 0.1
C 6.05515 0.32900 -3.41990 -1.0 -0.7 0.2
H 5.84593 -0.73915 -3.36178 0.1 -0.1 -0.1
C 1.42146 -5.32938 -3.67672 -0.1 2.2 -1.2
O -2.23983 4.69617 0.33492 1.3 0.3 -0.3
H -3.63803 5.12814 -1.08727 -0.2 0.2 -0.3
C -7.72712 -1.07499 -7.08208 -1.4 0.5 1.9
H -2.92482 4.26840 0.85393 -0.5 0.4 -0.6
O -9.87201 -0.88790 -8.07443 -2.8 0.0 0.3
H 6.17874 0.58443 -4.47232 0.3 0.1 0.1
H -8.42538 -1.04741 -11.65073 -0.4 -0.7 -0.2
H 4.29359 4.39516 7.87324 -0.2 -0.7 0.4
H -7.91533 -3.38722 -10.53352 -0.2 0.1 -0.2
H -8.14222 0.94507 -6.52607 0.2 0.3 -0.1
C -5.69554 -7.86111 0.33444 -0.4 -0.2 2.0
H -8.34306 -3.52658 -8.86153 0.4 0.2 0.2
H -9.57341 -3.13044 -9.91417 -0.1 0.6 -0.4
O 0.82167 -5.54140 -6.08438 -0.2 0.1 0.6
H 5.34969 9.49262 7.20107 -0.5 0.6 0.4
H -9.43073 -2.20518 3.71427 -0.1 0.1 0.9
O 7.96063 -1.66112 -2.38358 -0.1 1.1 -0.8
H 4.80417 9.92712 10.30810 0.4 -0.4 -0.2
H 6.53483 9.13196 8.39121 0.1 -0.5 0.1
H -1.70559 5.61769 -2.92140 -0.1 0.1 0.2
H 1.70478 4.78306 7.00276 0.2 0.1 -0.3
O -6.25053 -7.39033 1.64391 0.3 -0.7 -1.7
O -5.81151 -10.23327 0.92567 -0.3 1.0 -0.5
H -1.27947 0.92544 2.01740 0.0 0.1 -0.1
H 10.49197 -1.86020 -3.54147 0.5 -0.2 -0.4
H 3.37511 6.82091 5.50695 -0.5 -0.2 0.0
H -7.29544 -3.22271 -6.80436 0.1 0.0 -0.4
H -1.36840 -0.86089 6.73921 -0.4 0.5 -0.1
C 7.19267 0.66433 -2.47168 -0.7 -0.6 -0.1
C -9.74850 -0.13811 3.49142 1.6 0.3 -0.7
C -5.76117 -1.71720 -8.59435 -1.7 0.6 -1.7
O 1.02104 -1.34235 9.68932 0.0 0.5 0.7
H -0.47906 -5.84410 -3.49279 0.2 -0.2 -0.2
H 1.37246 5.39935 8.53952 0.1 0.4 0.3
C -8.51590 -2.92200 -9.75186 0.3 -0.3 1.0
H 7.50184 0.72870 -0.32850 0.1 0.2 0.0
C 3.21666 6.13822 7.67493 1.8 1.9 -0.2
H 8.12353 -1.63826 -4.89517 -0.1 -0.2 0.2
H 0.81769 -3.70652 -5.06412 -0.5 -0.2 0.5
N 3.30228 7.61503 8.21254 1.5 -3.4 2.6
H 5.94078 5.10288 9.69362 -0.4 -0.1 0.5
C 8.37051 2.34981 -3.97598 -0.8 -0.2 0.5
C -8.04471 0.01394 -5.96789 -1.0 0.8 -1.5
H 5.91444 7.99619 7.07182 0.6 -0.7 0.7
C -8.84304 -1.33738 3.41483 0.3 -1.1 0.6
H -6.09245 -9.58904 -1.03514 1.0 0.4 -0.2
H 6.16849 7.35978 10.08626 -0.4 0.9 0.5
O 4.64686 -7.35490 2.15250 -0.9 -2.0 0.3
H 8.63256 -1.93583 -1.75536 0.0 0.1 0.2
H -6.10034 -8.15937 2.19855 -0.1 0.0 0.5
H 1.00925 -0.46542 7.81192 0.0 0.1 -0.2
C -2.60169 5.38583 -0.86893 -0.3 -0.8 -0.9
O -8.41733 -1.71841 2.10180 0.0 1.0 -0.4
H 1.99720 -6.25321 -3.62050 -0.6 -0.4 -0.3
H -8.02530 -2.58969 2.19547 0.0 0.0 -0.1
H -0.65510 -0.18867 0.05630 0.0 0.6 0.2
C 5.14030 7.17492 9.77516 -0.2 -2.7 -0.6
C 1.80204 5.70005 7.58394 -1.7 -0.3 0.5
H -9.23740 0.77055 3.17331 0.5 0.2 0.1
N 8.32576 -0.28468 -2.65216 2.0 0.8 0.1
H -2.82497 -1.86173 0.10923 1.1 -0.6 -0.5
O 0.15964 -5.26571 -3.06957 -0.3 -0.5 0.9
C 9.28604 -0.13675 -3.82706 -0.3 0.9 -1.6
C -6.28343 -0.89100 -7.41354 2.6 -1.2 0.4
O -1.56673 -1.11844 7.64249 0.2 0.4 -0.3
H -6.03705 -2.77123 -8.56229 0.2 -0.1 0.7
H 5.25379 -6.21041 5.90604 0.2 -0.2 0.2
H 0.42687 -0.67330 10.03708 -0.1 0.1 0.1
C 4.05959 9.41663 9.69727 -0.7 1.3 -1.2
C 4.67136 -5.96001 4.11159 0.3 2.0 0.9
H -0.51854 -1.61894 1.04011 0.1 0.1 0.3
C -6.26359 -9.23162 -0.01973 -0.5 -0.2 -0.2
C 5.68019 8.69911 7.87128 -1.5 0.5 -0.8
H 5.89619 1.34150 -0.79101 -0.1 -0.3 -0.2
H 9.82762 1.58239 -5.13865 1.2 -0.5 0.3
C 6.66225 0.59802 -1.01123 1.1 -1.2 -0.7
H 4.83988 6.15116 6.08322 0.3 0.2 0.5
C -2.56903 -1.04483 0.78395 0.9 -2.7 -0.5
C -6.58042 -1.18795 -9.83104 -0.3 -1.5 1.7
H -7.35000 -9.15857 -0.06984 -0.4 0.1 0.8
H -10.03293 0.03840 4.52875 -0.4 -0.3 0.0
H -8.96581 -2.89704 -6.56743 -0.2 0.5 -0.2
H -7.78575 -2.50042 -5.36664 0.0 0.6 0.1
C -1.73688 4.89536 -2.10570 -1.0 0.0 1.8
H -5.90365 0.13070 -7.41822 -0.7 0.4 -0.8
O -2.29621 3.70622 -2.62828 0.1 -0.1 -0.2
H -0.74038 4.72950 -1.69632 0.3 0.0 -0.2
C -8.83097 -0.64372 -10.72303 1.4 -0.1 -0.4
H -10.09034 -0.04728 -8.48346 -1.2 0.1 0.3
H -10.48672 -0.81262 1.87583 0.1 0.0 -0.2
H 8.16015 2.43367 -1.84281 0.1 0.1 0.2
H -8.36737 0.33406 -10.85396 -0.6 0.6 0.8
H 9.52350 -1.30435 -5.77671 0.3 0.6 -0.1
H 3.57905 5.05839 5.82239 -0.5 0.2 -0.3
H -9.91902 -0.63576 -10.78773 0.1 0.0 0.3
O -3.38914 -0.03735 0.34764 -0.6 2.4 0.1
C 4.53210 8.22137 8.84724 0.4 -0.6 0.1
H -5.68294 -1.22690 -6.56815 -0.3 -0.4 0.6
H 3.36089 4.73518 9.37185 0.2 0.2 0.1
C 7.55692 2.10505 -2.68912 1.7 0.7 -0.6
C 10.67865 -0.78801 -3.60210 -0.9 0.0 1.1
H -7.33776 0.25396 -5.17371 0.3 -0.8 -0.1
```
Positions in Å, forces in eV/Å.

Properties
Gap between HOMO and LUMO = 8.2 eV
Relative energy (zero: lowest compared OMol25 entry of this formula, charge and spin) = 590.4 kJ/mol
SMILES string = CC1(C)CCCC(C)(C)N1O.CC1(C)CCCC(C)(C)N1O.CC1(C)CCCC(C)(C)N1O.OCCO.OCCO.OCCO.OCCO.OCCO.OCCO.OCCO
Total charge = 0

---

No. 2
The following is a quantum chemistry calculation of 9 unconnected molecules or ions with the total composition C42H102O27S4 at a distorted geometry, from the Open Molecules 2025 dataset.

Structure (XYZ):
```
175
Properties=species:S:1:pos:R:3:forces:R:3
H 7.63683 -6.95345 -3.59370 0.3 -0.4 0.1
C -1.16239 6.54590 4.78596 0.0 1.1 -0.1
C -5.77341 -1.99324 -9.02584 -1.2 -0.2 -0.1
H 2.71453 5.97520 -9.27821 -0.4 -0.1 0.5
H 1.69634 6.21992 5.48726 -0.4 -0.6 0.0
H -1.79240 -2.22312 -8.13290 0.5 -0.4 -0.1
H -0.98172 0.52806 3.37859 -0.2 -0.3 -0.8
O -5.84092 7.22359 -4.67864 0.3 -3.1 1.0
H 5.75747 4.30982 -9.21804 0.1 0.2 0.6
H -0.80058 -6.76898 -4.71328 -0.2 -0.1 -0.7
H -3.82420 -2.63322 0.62448 -0.2 0.6 -0.1
H 1.99908 0.06236 3.46727 0.4 0.0 0.0
H 3.57960 -7.10750 -5.14247 -0.2 0.0 0.3
C 1.07557 7.10740 5.36422 -0.2 0.3 0.0
H 0.65469 -6.11374 -4.16841 0.6 -0.2 0.3
H -5.41410 -4.51458 1.32794 0.8 0.1 1.0
C 1.35755 -1.65152 -0.12151 -0.5 1.4 0.5
H -0.03336 0.56366 14.03735 0.4 -0.5 -0.2
H -1.21473 7.38148 4.08799 -0.2 0.2 -0.5
C -6.66785 3.89543 -2.91938 0.3 0.3 0.4
H -5.08492 4.97817 -6.52711 0.1 -0.1 0.1
H -3.93505 -2.92055 -8.43839 0.4 0.6 0.9
C -0.59554 0.61451 13.10489 0.4 -0.1 -0.4
H 2.35056 -0.80994 10.48818 0.4 0.7 0.2
O 4.06597 -5.79035 -6.61254 1.4 0.9 0.6
C -0.04644 0.21796 3.84460 -0.7 1.0 -0.9
C 3.24661 6.39137 -8.42275 1.6 0.9 -0.2
S -5.54395 5.82958 -4.30725 -0.4 -0.5 -1.3
O 4.60718 5.87977 -8.43162 -0.4 -1.2 -1.6
O 6.95740 -2.61143 4.29371 1.6 0.5 -1.9
H 0.99045 0.81629 -1.09283 -0.2 0.4 -0.3
S -2.17004 -0.65102 -9.82624 1.3 -1.3 -0.5
H -2.86410 -4.58586 9.66028 0.6 0.2 0.3
H -1.99694 -1.65837 3.22938 0.6 0.4 -0.6
O 8.52737 -3.57871 2.48254 -0.1 1.1 1.9
H -0.65166 0.42017 -1.85070 0.6 -0.3 -0.6
H -4.95161 5.10846 5.14175 0.6 0.0 -0.2
H 0.00021 -1.59350 1.57524 -0.1 -0.1 0.0
C 2.64599 6.17893 -7.06399 0.2 -1.6 -0.3
C 4.88437 5.21371 -10.91299 -0.7 0.1 1.1
C -1.39507 -1.69657 4.13734 0.8 -0.3 1.5
H -0.13253 0.85646 4.72382 0.9 0.1 0.5
C -4.29764 -2.16418 -9.13447 0.5 -0.8 -1.4
H 1.72397 -1.83929 1.91203 0.0 0.0 0.4
C 0.27387 -6.84701 -4.87932 0.2 -0.3 0.4
H -4.22695 -3.95451 10.52316 -0.2 1.0 -0.3
O -3.68215 -0.87204 -9.10648 2.0 1.2 -0.3
C 0.23444 1.31253 11.97714 -0.6 -1.0 1.2
C 5.99205 -5.36777 -4.84576 -1.9 -1.6 -0.6
H -6.15607 -1.19203 -9.65809 0.2 0.1 0.0
H -6.51810 2.42850 6.40078 -0.2 0.2 0.4
C -2.92255 -2.09322 11.87450 0.4 -0.7 0.9
H -0.23178 -1.83581 -9.05007 -0.1 0.0 0.3
H 1.92097 5.38133 -5.01158 0.2 -0.4 -0.2
H -3.43191 4.18453 7.67955 -0.2 -0.1 -0.2
O 1.44539 0.62827 11.71999 0.3 0.4 -0.5
H 4.06742 3.96079 -9.24555 -0.5 0.3 0.1
O -4.27365 5.48426 -3.68577 -1.6 0.5 -0.3
H -4.94776 -5.21438 -0.11444 0.1 -0.7 0.0
C -5.78772 4.65852 -5.75770 0.4 1.6 0.3
S -3.17244 -6.66527 1.48225 -2.2 0.9 0.8
O 0.48462 -1.15337 -1.14530 0.5 -2.1 -0.3
O -4.11134 -6.94241 2.56282 1.3 0.5 -1.0
H -5.69758 1.35565 5.38408 0.6 0.2 -0.4
C -4.55944 -4.54372 0.65206 -1.5 -2.1 -1.9
H 7.27668 -3.36948 6.09112 0.2 -0.7 0.2
C 1.95631 -6.96121 -6.64002 -0.5 0.4 1.2
H 0.80395 -1.15860 11.04458 -0.8 0.0 -0.8
H 3.24480 7.46967 -8.58199 0.7 0.1 -0.4
H 1.09488 0.16436 9.72986 -0.5 -0.3 0.0
H -3.09909 -0.18973 12.64628 0.2 0.5 0.2
H -0.72012 5.73526 4.20686 -0.1 -0.5 0.3
C 1.16376 0.53738 2.95279 -0.1 -0.2 1.0
C 2.91513 5.77744 -4.80461 -0.5 2.1 -0.1
H -6.16363 -1.84712 -8.01863 0.4 0.2 0.1
H -1.21662 -2.73910 4.40076 -0.3 0.0 0.0
H -5.65024 3.52851 -3.05332 0.0 0.0 -0.2
H 1.36355 -2.74134 -0.10242 -0.4 0.0 -0.5
O -0.07835 -1.12837 4.18808 -0.7 -0.9 -0.8
H -1.41673 1.27188 13.39056 -0.5 0.0 -0.3
H 1.90790 -8.04835 -6.70232 0.5 -0.2 0.4
O -1.76721 0.74933 -9.80831 -1.6 -1.7 -0.1
H -2.17753 -0.25720 11.09275 -0.2 0.4 -0.1
H 2.08226 -6.61789 -7.66686 -0.2 0.3 0.2
H 0.56479 -7.87601 -4.66811 0.1 -0.1 0.6
H 4.91554 4.35402 -11.58238 -0.1 -0.7 0.2
H 4.71674 -3.93635 4.57938 0.1 -0.4 -0.2
H -6.99257 3.03652 -1.06165 0.0 0.2 0.5
C 0.10249 0.18417 -1.09993 -0.4 0.3 1.4
O -4.66437 3.12391 5.84529 -0.6 0.9 -0.5
H -3.99212 -2.62781 -10.07245 -0.4 0.1 -0.4
C -2.31843 -0.69751 12.07985 0.6 -1.3 -0.6
H -3.15984 6.03343 4.29216 -0.4 -0.2 0.2
H -6.79442 4.84297 -6.13270 0.0 -0.1 0.2
H -6.28604 4.71221 -0.96043 0.2 -0.3 0.0
H -0.45305 1.43512 11.14022 0.3 -0.2 -0.6
H 2.15874 5.21060 -7.17816 -0.2 -0.4 0.7
H 0.49378 2.31933 12.30456 0.0 0.0 0.2
O 7.04895 -6.15467 -5.37245 1.0 1.2 -0.3
H -1.45929 -7.76906 2.37120 0.4 0.0 0.0
C 1.38966 -0.32436 10.65848 0.0 -0.4 0.9
H 8.77277 -0.91491 1.67753 0.1 -0.1 0.3
H -3.93628 5.86817 7.56173 -0.4 0.2 0.1
H 5.10415 -4.74740 6.08908 -0.1 0.3 0.3
H -6.27499 -2.89623 -9.37388 0.1 -0.2 -0.1
C -4.84696 4.56433 6.08040 -0.6 -1.7 0.4
C 4.93064 -4.84549 -5.91592 0.6 -0.3 0.4
H 4.85990 -2.91934 5.91681 0.3 -0.2 0.6
O -2.32924 -2.93723 10.89361 -1.0 0.2 -1.1
C -6.97853 4.04536 -1.47412 -0.4 -0.2 0.5
C 1.00869 -1.26720 1.32110 0.1 0.6 0.0
C 8.06331 -6.33850 -4.38619 -0.3 0.0 0.2
H -5.60847 3.61616 -5.49416 0.0 0.3 0.3
C -3.71966 4.97099 6.98187 1.1 1.1 -1.1
H -3.10137 -4.73439 11.47217 0.4 -0.6 -0.2
H 5.47754 -4.22061 -6.62198 -0.2 -0.4 -0.5
H 1.56539 7.86344 5.97787 -0.1 0.3 -0.2
H -5.28684 -2.79811 -0.39866 -0.4 -0.1 0.7
O 3.65629 6.10771 -6.03743 -1.8 -1.0 0.9
C -1.49082 -6.71974 2.07788 -1.1 -0.2 -0.4
H 3.39585 5.34308 -13.14746 0.1 0.1 -0.5
H -3.02772 7.12165 5.76714 -0.3 0.6 -0.6
C 8.03574 -0.94990 2.47982 -0.1 -1.1 0.7
H 7.20126 -4.62299 4.78800 -0.1 0.0 0.0
O -6.81881 5.22363 -3.44442 1.3 1.4 -1.2
H 5.44826 -6.09045 -4.23738 -0.4 0.1 0.6
C 3.09811 -6.34068 -5.74931 -0.7 -1.2 -1.2
H -7.39251 3.21821 -3.37142 0.1 0.2 -0.4
H -6.49631 2.82493 4.74744 0.5 0.2 -0.5
H -0.98224 -0.70613 -7.78120 0.4 -0.1 -0.2
H 1.06074 7.36612 4.30547 0.4 0.3 -0.1
H 8.99615 -6.73300 -4.78901 -0.5 -0.5 -0.4
C -4.37147 -3.28260 -0.05884 0.9 2.4 -0.3
H 5.79527 5.76204 -11.15320 0.3 0.2 0.5
H 3.31779 5.24684 -3.94180 1.1 -0.7 -0.9
H 4.22028 -4.18595 -5.41744 0.3 0.3 0.5
H 2.60402 -5.59796 -5.12295 0.2 0.3 0.1
H -3.99874 -1.97726 11.74618 -0.2 0.2 -0.7
C 4.78261 4.77450 -9.36580 0.7 1.4 -1.5
H -0.87843 -6.52318 1.19787 0.3 0.1 0.4
C 3.70331 6.27205 -12.66726 -0.8 0.2 0.7
O -1.05342 -0.72438 12.76658 -0.6 1.1 0.1
O -3.29849 -5.04518 1.10228 0.5 -1.3 0.9
H -3.80658 -3.26777 -0.99093 0.4 -0.8 0.2
O 1.15085 0.14710 1.60313 -0.3 -0.8 -0.6
H -1.97822 -1.21839 4.92433 -0.3 -0.1 0.1
H 1.85543 6.91049 -6.89686 0.1 0.3 0.4
H 2.72332 6.74800 -4.34708 -0.3 0.3 0.1
C -3.14812 -4.09461 10.59093 0.2 0.4 1.2
H 8.41197 -5.43566 -3.88478 -0.4 0.6 -0.2
C -5.85731 2.42341 5.53393 -0.7 0.1 1.1
H 2.39796 -1.36650 -0.27786 0.1 0.4 -0.4
H -1.37218 -6.08849 2.95854 0.1 0.1 -0.4
C -1.12639 -1.46688 -8.54840 -1.5 0.6 -0.6
H 1.31362 1.61704 2.95279 0.1 0.0 -0.1
H -5.79549 4.80149 6.56221 -0.3 -0.6 0.4
H 8.01468 -0.03279 3.06850 0.3 -0.3 0.2
O 3.78003 6.01459 -11.27905 0.3 0.2 0.2
C 6.76493 -3.70881 5.19052 -0.1 0.4 1.1
H -2.87526 -2.63151 12.82112 0.2 0.0 0.5
O 9.53257 -2.27729 4.46220 -2.7 -0.8 -2.2
H 4.58622 6.72826 -13.11496 0.4 -0.3 0.1
C 5.27676 -3.84048 5.50960 0.2 0.2 -1.3
H 2.92257 7.02939 -12.73785 -0.2 -0.2 -0.3
O -0.25845 7.00575 5.80906 -1.0 -0.9 0.3
S 8.42976 -2.51869 3.48838 0.3 1.3 0.1
O -3.31028 -7.47280 0.30300 0.5 0.6 0.1
O 0.64815 -6.54053 -6.18283 0.1 0.7 -1.5
O -2.06688 -1.43581 -11.08132 -0.8 1.6 2.6
H -0.44845 0.32865 -0.17056 0.2 0.5 0.3
H -7.96084 4.51071 -1.39276 -0.1 -0.2 0.2
O -2.53848 5.25676 6.22366 0.0 -0.9 -0.6
H 6.31638 -4.59687 -4.14675 0.2 0.5 -0.4
H 7.05304 -1.07998 2.02654 0.1 -0.3 0.2
C -2.63231 6.26797 5.21671 2.5 -0.1 1.9
```
Positions in Å, forces in eV/Å.

Properties
Gap between HOMO and LUMO = 9.2 eV
Relative energy (zero: lowest compared OMol25 entry of this formula, charge and spin) = 508.7 kJ/mol
SMILES string = CCOS(C)(=O)=O.CCOS(C)(=O)=O.CCOS(C)(=O)=O.CCOS(C)(=O)=O.COCCOCCOC.COCCOCCOC.COCCOCCOC.COCCOCCOC.COCCOCCOC
Total charge = 0